Density functional theory data (ωB97M-V/def2-TZVPD) for 2 unconnected molecules or ions with the total composition C5H15N2 at a distorted geometry.

## Properties
**DFT total energy**: -8400.27417 eV
**Energy above the lowest of the compared OMol25 structures with the same formula, charge and spin**: 231.8 kJ/mol
**2S+1**: 1
**HOMO**: -0.4488 Ha
**Charge**: +1

Geometry (Å):
C1 -0.62869 -0.22772 -3.04088
C2 -0.48442 -0.07886 -1.53225
C3 -2.06052 -0.99505 0.14781
N1 -1.38156 -1.11261 -0.92673
H1 -0.29138 -1.21139 -3.38945
H2 -1.62249 0.03941 -3.34957
H3 0.09284 0.43398 -3.47117
H4 0.54944 -0.30628 -1.29594
H5 -0.77898 0.93921 -1.17416
H6 -2.59001 -1.84461 0.47211
H7 -1.86376 -0.13415 0.74701
H8 -1.40338 -1.98187 -1.42205
C4 1.70606 -0.32599 1.21397
N2 1.36049 0.30373 2.52028
C5 0.65259 1.61140 2.26379
H9 0.72759 -0.60343 0.74913
H10 2.23163 0.32796 0.51370
H11 2.39552 -1.15677 1.41567
H12 2.21389 0.55368 3.05128
H13 1.25026 2.38310 1.76862
H14 0.09335 1.98132 3.16303
H15 -0.16848 1.40495 1.57578